C17H23F5FeNO2P2 | the ωB97M-V functional and the def2-TZVPD basis

The geometry in XYZ format:
```
51
Properties=species:S:1:pos:R:3:forces:R:3
Fe 0.033540 0.169468 0.099031 -0.831 0.633 0.510
P -1.391638 -0.436570 -1.495230 -0.172 -1.657 -1.514
P 1.743696 0.664138 1.435897 1.520 -0.337 0.716
F -4.295869 3.678557 2.840026 0.565 -0.581 -0.518
F -2.520380 -0.634620 1.953986 0.339 0.700 -0.046
F -4.256940 0.952281 3.263065 0.481 0.301 -0.454
F -2.588715 4.758628 0.980555 0.023 -0.710 0.163
F -0.816592 3.199003 -0.351420 -0.139 -0.320 0.514
O -0.341562 -2.273338 1.904057 -0.682 2.029 0.164
O -0.554228 -3.529214 -0.216979 0.236 -0.588 2.851
N 1.480618 -0.463350 -1.137525 1.304 -0.189 -1.215
C 1.111071 -1.311894 -2.143064 -0.412 0.252 0.503
C -3.427176 2.896063 2.177285 0.070 -0.182 0.075
C -0.286600 -1.770512 -2.035383 0.013 -0.374 -0.763
C 2.747672 0.002296 -1.050439 0.213 -0.441 -0.475
C -2.543183 3.437689 1.243415 0.157 0.370 -0.322
C 2.042149 -1.703408 -3.108188 -0.079 -0.113 -0.202
C -1.624391 2.611199 0.585194 -0.431 -0.349 0.409
C -2.448889 0.741853 1.721698 -0.211 0.289 -0.168
C -1.512014 0.733414 -2.874023 -0.294 0.146 -0.141
C -3.026641 -1.180378 -1.332199 -0.259 -0.050 -0.078
C 3.693365 -0.337618 -2.018727 0.052 0.266 0.502
C 3.336245 -1.199510 -3.061697 -0.410 0.045 0.276
C 1.792474 2.145929 2.441418 0.152 0.249 0.348
C -1.510573 1.233382 0.822993 -1.223 1.908 1.156
C 3.063904 0.864758 0.160348 0.153 0.158 -0.014
C -3.386462 1.514482 2.400493 -0.344 -0.005 0.245
C 2.411493 -0.694003 2.443438 0.345 0.171 0.343
H 4.700530 0.073155 -1.930501 -0.289 -0.190 -0.105
H 3.405677 -0.398885 2.812559 -0.261 -0.279 0.052
H -0.444018 -3.016069 0.776339 -0.269 -1.379 -1.745
H -0.832837 -1.399005 1.696726 0.465 -1.902 0.864
H -2.173521 1.561541 -2.578208 0.194 -0.164 -0.234
H -0.656169 -2.280631 -2.929560 0.233 -0.013 -0.112
H -0.348787 -2.705393 -1.047171 -0.028 1.462 -1.705
H 4.060857 -1.475489 -3.825494 -0.135 0.070 0.189
H 1.702581 -2.387130 -3.889725 0.270 0.258 0.209
H 1.018831 2.057281 3.214745 0.211 0.110 -0.113
H -0.517466 1.137795 -3.116165 -0.338 -0.135 0.066
H 3.101009 1.931759 -0.124081 0.073 -0.380 0.069
H -2.965219 -2.105424 -0.738819 -0.039 0.332 -0.213
H 2.779705 2.258215 2.908360 -0.273 0.134 -0.043
H -1.929285 0.203054 -3.745824 0.150 0.338 0.209
H 0.141149 -4.198877 -0.290029 -0.154 -0.059 0.095
H -3.429119 -1.398865 -2.332355 -0.010 -0.027 0.348
H 4.034833 0.578786 0.602134 -0.265 0.243 -0.330
H 1.562098 3.017459 1.815985 0.059 -0.167 0.172
H -0.683367 -2.569501 2.766695 -0.008 0.068 -0.387
H 1.734073 -0.881188 3.287645 0.283 -0.022 -0.196
H 2.495159 -1.609056 1.838491 -0.054 0.327 0.186
H -3.681091 -0.462255 -0.819776 0.046 -0.244 -0.144
```
Positions in Å, forces in eV/Å.

Computed properties:
Net charge: +1
2S+1: 5
Maximum force in eV/Å: 2.9
Molar mass in g mol⁻¹: 486.159
Highest occupied orbital energy (spin up / spin down) in eV: -9.38 / -11.31
Kohn-Sham gap (spin up / spin down) in Ha: 0.2331 / 0.2856

Löwdin population analysis, charges in e, atoms 1 to 5: 0.46, 0.80, 0.81, 0.13, 0.00

---

C17H23F9NOPV | the ωB97M-V functional and the def2-TZVPD basis

The geometry in XYZ format:
```
53
Properties=species:S:1:pos:R:3:forces:R:3
V -0.615105 -0.668515 -0.160224 0.344 2.507 0.180
P 2.272111 -0.935659 -1.683966 1.082 0.838 -0.679
F 2.198376 -0.349997 2.723208 -0.889 0.082 0.611
F -2.443144 0.271591 3.601741 1.263 -0.343 0.269
F -0.157509 2.305000 3.514440 -0.043 -1.459 -1.245
F 1.547115 0.437869 4.669174 -0.650 -0.933 -1.489
F -1.256761 1.665336 1.714726 0.968 -0.618 0.535
F 1.132504 -1.656272 4.102328 -0.061 1.220 -0.422
F -1.437298 -1.556003 4.235507 0.279 1.087 -0.308
F 0.932439 1.696675 1.705912 -1.051 -0.568 0.788
F -0.978297 0.352161 5.244439 -0.175 -0.747 -1.821
O -0.366418 -0.974237 1.907479 0.212 0.117 1.889
N -2.416869 -1.192722 -2.336338 -3.067 -1.017 -1.984
C 2.495784 0.809758 -1.223539 -0.031 0.000 0.249
C 1.296823 1.629847 -1.604692 -0.129 0.852 -0.261
C -2.449694 1.286221 -1.616280 -0.687 -0.228 0.606
C -1.083843 1.876025 -1.789981 0.399 0.562 -0.194
C -0.917249 3.048427 -2.533826 0.186 0.022 -0.075
C 1.472423 2.806233 -2.347486 -0.045 -0.287 -0.098
C 0.367817 3.512975 -2.828802 -0.225 -0.208 0.469
C 2.490518 -1.925134 -0.204816 -0.474 -0.613 0.316
C 1.191142 -0.372251 3.649106 2.339 -0.586 1.044
C 3.533199 -1.345602 -2.896729 -0.094 -0.374 -0.176
C -2.298828 -0.228003 -1.338048 1.603 0.333 -0.418
C -0.148165 -0.013734 2.985205 -0.006 -0.838 0.489
C -0.154515 1.420411 2.486610 0.074 2.837 -0.791
C -2.948022 -2.506250 -2.083093 -0.172 -0.311 0.056
C -1.967867 -0.887642 -3.677113 -0.007 0.058 -0.147
C -1.254343 -0.212179 4.045105 -2.143 -0.236 1.715
C 0.020394 1.200061 -1.260070 -0.490 -1.580 0.143
H 1.026231 -1.151314 -2.348618 0.360 0.068 0.584
H 0.502381 4.406690 -3.431336 0.009 -0.138 0.138
H -0.536566 -1.837828 2.351112 0.179 0.409 -0.095
H -0.903134 -1.137480 -3.834584 -0.052 -0.013 0.059
H 2.381080 -1.332087 0.715796 0.021 -0.117 -0.424
H -3.596631 -2.477076 -1.199631 -0.043 -0.074 -0.234
H -3.097450 1.512981 -2.473964 0.117 -0.277 0.208
H 4.531821 -1.088224 -2.518317 -0.296 -0.069 -0.015
H -2.552075 -1.478833 -4.392732 0.155 0.262 0.113
H 3.500970 -2.356728 -0.219505 -0.268 0.027 0.015
H 3.478993 -2.421100 -3.108851 0.130 0.216 -0.048
H -2.945238 1.736960 -0.735845 0.111 -0.177 -0.336
H -2.077264 0.179897 -3.900410 -0.060 -0.277 -0.020
H -1.112719 -0.502812 -1.628176 1.017 1.237 0.501
H -2.772766 -0.548824 -0.382791 -0.107 -0.147 -0.102
H -3.524745 -2.812572 -2.963667 -0.027 -0.188 0.358
H 2.485656 3.138304 -2.572176 -0.236 0.006 -0.054
H -1.806014 3.573471 -2.901414 0.414 -0.167 0.016
H 2.667650 0.825371 -0.135265 0.051 0.025 -0.259
H 1.748598 -2.737885 -0.199549 0.413 -0.029 0.099
H -2.170701 -3.268658 -1.902730 -0.107 0.050 -0.122
H 3.333784 -0.789010 -3.821900 0.055 -0.096 0.220
H 3.405421 1.163966 -1.725127 -0.150 -0.098 0.146
```
Positions in Å, forces in eV/Å.

Computed properties:
Net charge: +2
2S+1: 2
Relative energy (zero: lowest compared OMol25 entry of this formula, charge and spin) in kcal/mol: 0.0
Maximum force in eV/Å: 3.8
Molar mass in g mol⁻¹: 510.277
Highest occupied orbital energy (spin up / spin down) in eV: -14.11 / -14.05
Kohn-Sham gap (spin up / spin down) in Ha: 0.2535 / 0.2503

Löwdin population analysis, charges in e, atoms 1 to 5: 0.86, 0.96, 0.14, 0.18, 0.21

---

C17H23IN2SiSn | the ωB97M-V functional and the def2-TZVPD basis

The geometry in XYZ format:
```
45
Properties=species:S:1:pos:R:3:forces:R:3
I 3.549260 -0.146868 -1.893264 -0.949 -0.210 0.094
Sn 0.923269 -0.109542 -1.328962 0.333 1.080 0.241
Si -0.087071 0.178012 4.664755 -0.192 -0.218 1.417
N 0.174761 1.289812 -2.826502 -0.542 0.329 -0.395
N -0.153529 -1.281789 -2.802572 0.025 -0.452 -0.116
C 1.468898 -0.832228 5.000867 0.113 0.096 -0.566
C -0.576268 -3.444660 -3.697810 -0.093 0.114 -0.269
C -0.158990 1.540781 -5.185068 -0.019 -0.702 0.510
C 0.007654 1.805620 5.606900 -0.052 -0.232 -0.211
C -0.275276 0.746419 2.892658 0.027 -0.157 -1.606
C 0.152294 3.474675 -3.767988 -0.102 -0.202 0.019
C 0.030510 0.063944 1.761733 -0.365 0.558 1.165
C 0.048661 2.911912 -5.046768 0.059 0.102 0.210
C -0.075684 0.728531 -4.051011 0.426 2.145 0.237
C 0.150663 2.633096 -2.658828 0.228 -0.391 -0.811
C 0.125513 -1.432410 1.739938 0.509 -0.585 0.117
C -1.562284 -0.877031 5.151344 -0.057 0.184 -0.255
C -0.382992 -2.602224 -2.615906 0.161 0.204 -0.330
C -0.539147 -1.503264 -5.156896 0.150 0.360 0.716
C -0.259243 -0.705404 -4.041668 -0.029 -1.894 0.466
C -0.622045 -2.889699 -4.988525 0.015 0.197 0.420
C 0.272871 0.898851 0.532489 -0.336 0.100 -0.564
H 0.117960 3.537613 -5.934910 -0.162 -0.070 0.228
H -0.397979 -2.946991 -1.577974 0.151 -0.035 -0.424
H -0.607375 1.445379 0.166180 -0.095 -0.210 0.114
H -1.661853 -0.953069 6.239506 0.036 -0.011 -0.174
H 1.404948 -1.842020 4.573830 0.027 0.164 0.148
H 0.242569 4.549190 -3.615720 -0.113 -0.271 -0.128
H -2.478333 -0.432232 4.747465 0.004 -0.115 0.164
H 0.122424 3.013577 -1.638636 0.366 -0.099 -0.225
H -0.860680 2.425327 5.369767 -0.003 0.012 0.090
H 1.049850 1.663060 0.704221 0.060 -0.490 -0.320
H 1.639224 -0.940543 6.079253 -0.162 0.078 -0.193
H 0.042946 1.661041 6.691176 0.004 -0.010 -0.163
H -0.375710 1.053693 -6.136479 0.186 0.503 0.150
H -0.686305 -4.516819 -3.531660 -0.025 0.344 -0.101
H -0.674621 -1.005659 -6.114237 0.106 -0.440 0.086
H -0.727308 -3.529540 -5.858428 -0.109 0.041 0.122
H 2.355223 -0.343151 4.575355 -0.081 -0.109 0.126
H 0.190271 -1.818934 0.707734 -0.043 -0.032 0.048
H -0.753133 -1.906594 2.203334 0.268 0.237 -0.179
H 1.012956 -1.825676 2.268636 -0.270 0.213 -0.223
H 0.899857 2.363558 5.305249 -0.039 -0.035 0.075
H -1.469939 -1.890721 4.741190 -0.036 0.142 0.119
H -0.596831 1.792959 2.746254 0.619 -0.231 0.171
```
Positions in Å, forces in eV/Å.

Computed properties:
Net charge: +2
2S+1: 1
Relative energy (zero: lowest compared OMol25 entry of this formula, charge and spin) in kcal/mol: 0.0
Maximum force in eV/Å: 2.2
Molar mass in g mol⁻¹: 529.086
Highest occupied orbital energy in eV: -14.20
Kohn-Sham gap in Ha: 0.2202

Löwdin population analysis, charges in e, atoms 1 to 5: 0.41, 0.99, 0.50, -0.07, -0.07

---

Going through the records in order, we get DFT total energy values of -3312.268430, -2974.950990, -1572.047548 Eh.